A molecular structure, C34H42GeIrN6O, computed with ωB97M-V/def2-TZVPD.

Each line ends with the Mulliken charge.
Cartesian coordinates (Å):
1 Ir 0.4845 0.2374 -0.2378  0.238
2 Ge -0.1392 4.7663 1.5458  0.853
3 O -0.2465 -1.6891 -0.2420  -0.600
4 N 0.5703 0.0064 1.8316  0.869
5 N 0.9959 -4.8433 -0.7410  0.011
6 N 0.1876 0.2662 -2.2698  0.698
7 N -1.4095 0.8234 -0.3585  -0.292
8 N 1.3962 2.0771 -0.3441  0.676
9 N 0.0072 -3.9451 -0.4045  0.831
10 C -1.3827 -4.2839 -0.3434  -0.591
11 C -2.1107 0.8647 0.9012  -0.965
12 C 0.8914 6.4031 1.2891  -1.322
13 C 0.5241 -2.6898 -0.4472  0.852
14 C 1.8912 -2.8158 -0.7569  -0.905
15 C 2.1387 -4.1676 -0.9182  0.044
16 C 2.7016 1.9903 -0.2016  0.095
17 C -0.5249 0.1997 -4.9262  -0.357
18 C -1.8823 -0.3204 1.8458  -1.097
19 C 1.1285 0.3384 -3.2226  -0.137
20 C -0.3727 3.8631 -0.2004  0.479
21 C 3.6198 3.0105 -0.4651  -1.125
22 C 1.7539 0.0311 2.4662  0.139
23 C -3.3513 -4.6760 0.9517  -0.829
24 C -1.4924 0.1263 -3.9405  -0.958
25 C -4.0635 -4.8972 -0.2195  -0.471
26 C -3.4320 -4.8116 -1.4538  -0.817
27 C 1.8978 -0.2145 3.8120  -1.001
28 C 1.8258 4.3718 -1.2212  -1.268
29 C 0.8297 3.5703 2.7532  -0.985
30 C -2.0524 0.1056 -1.4429  -1.028
31 C 0.8116 0.3115 -4.5620  -0.986
32 C 0.8198 -6.2807 -0.5901  -0.961
33 C 3.4134 -4.8767 -1.2065  -1.666
34 C -2.0832 -4.4974 -1.5217  0.174
35 C -0.5447 -0.2811 2.5365  1.073
36 C 3.1491 4.2384 -0.9752  -0.476
37 C -1.9191 5.1576 2.2298  -1.325
38 C -1.9991 -4.3713 0.8943  -0.072
39 C -1.5439 3.8789 -0.8263  -0.724
40 C 0.7592 -0.4971 4.5510  -0.666
41 C -1.1097 0.1644 -2.6096  0.849
42 C -0.4600 -0.5280 3.9018  -0.694
43 C 0.8327 3.2905 -0.9585  -0.086
44 H -0.2387 -6.4920 -0.4725  0.407
45 H 1.1800 -6.7859 -1.4831  0.347
46 H 4.2084 -4.1583 -1.3863  0.400
47 H 3.3172 -5.5144 -2.0855  0.358
48 H -3.1807 0.9319 0.6818  0.658
49 H -1.3693 -0.7379 4.4478  0.536
50 H 4.6689 2.8312 -0.2822  0.508
51 H 1.5955 0.3761 -5.3024  0.486
52 H 2.6205 0.2731 1.8675  0.072
53 H -1.8390 1.7945 1.4152  -0.089
54 H -2.6541 -0.3145 2.6153  0.759
55 H 2.8779 -0.1724 4.2638  0.518
56 H -1.8370 5.7662 3.1302  0.399
57 H 3.8351 5.0516 -1.1690  0.486
58 H -2.4602 4.2453 2.4840  0.355
59 H -5.1154 -5.1440 -0.1704  0.449
60 H -1.5745 -4.4223 -2.4751  0.531
61 H -3.9898 -4.9914 -2.3628  0.436
62 H 0.4631 7.0157 0.4959  0.374
63 H -1.9779 -1.2590 1.2954  -0.226
64 H 0.8207 -0.6853 5.6144  0.463
65 H 0.3038 2.6238 2.8624  0.089
66 H 1.8427 3.3803 2.3936  0.281
67 H -2.5416 0.0501 -4.1912  0.571
68 H -2.4634 4.1854 -0.3434  0.167
69 H 2.6104 -2.0229 -0.8721  0.471
70 H -1.6363 3.4146 -1.8050  0.420
71 H -3.8461 -4.7530 1.9103  0.442
72 H -2.5055 5.7178 1.5022  0.417
73 H 3.7046 -5.5079 -0.3652  0.353
74 H -2.2944 -0.9472 -1.2350  0.099
75 H 1.3583 -6.6423 0.2851  0.338
76 H -0.8065 0.1783 -5.9704  0.471
77 H 1.9335 6.1908 1.0514  0.383
78 H 3.0935 1.0329 0.1428  0.458
79 H -1.4213 -4.2076 1.7955  0.542
80 H 0.8718 6.9870 2.2100  0.411
81 H 1.4160 5.2906 -1.6205  0.518
82 H -2.9883 0.6134 -1.6953  0.851
83 H 2.1532 0.4193 -2.8819  0.435
84 H 0.9064 4.0322 3.7385  0.527
85 H 0.4485 2.9494 -1.9364  0.051

Its energy relative to the best compared isomer or geometry (same formula, charge and spin) is 0.123 eV. For the frontier orbital gap (alpha / beta), the calculation gives 7.49 / 6.46 eV. The value obtained for the total energy is -106268.7239 eV. Its charge is +2. Its LUMO energy (alpha / beta) is -5.4 / -6.4 eV. Its multiplicity is 2.

2 unconnected molecules or ions with the total composition C34H42N3O2, computed with ωB97M-V/def2-TZVPD.

Each line ends with the Mulliken charge.
Cartesian coordinates (Å):
1 O -3.9278 -2.0324 2.1552  -0.328
2 O -3.1080 -1.0197 0.3238  -0.654
3 N 1.6096 -4.2905 -2.3199  -0.011
4 N -4.2776 1.4649 1.1639  0.225
5 N 3.4079 3.4907 0.8537  0.279
6 C 2.1814 0.1117 1.1673  -0.810
7 C 1.1165 -1.9894 -1.7550  0.931
8 C -3.0648 -3.1290 1.8012  -0.597
9 C 4.2781 3.2022 -2.7457  -0.718
10 C 1.7154 -3.2420 -1.4461  0.379
11 C 0.6846 -2.8484 -4.0757  -0.894
12 C -4.6203 0.2155 1.8054  0.643
13 C 1.9335 -5.6396 -1.8949  -0.599
14 C -0.5887 2.3477 0.8341  0.644
15 C 4.0169 1.8255 -2.8615  -0.928
16 C 3.2564 1.7203 -0.5747  0.907
17 C 2.8990 2.4631 1.5823  -1.396
18 C -6.1232 0.0081 1.5420  -0.588
19 C -1.6213 3.7128 2.6929  -1.024
20 C 0.6817 -4.2251 -3.4342  -0.628
21 C 3.5321 1.0717 -1.7721  0.062
22 C -3.0246 3.3631 2.2012  -0.559
23 C -1.8904 1.6310 0.7791  -0.989
24 C -6.6494 1.3302 0.9825  -0.602
25 C 2.7449 1.3180 0.7513  1.630
26 C 1.9823 -1.0440 0.3277  -0.145
27 C 2.4023 -3.4006 -0.2078  0.599
28 C -5.4578 2.2929 0.9451  -0.726
29 C 0.3706 -1.7837 -3.0311  -0.696
30 C 3.7850 4.7842 1.3891  -0.889
31 C -0.6432 3.7167 1.5256  -0.669
32 C 3.6014 3.0881 -0.4701  0.056
33 C 1.2306 -0.9363 -0.8622  -1.302
34 C 2.4725 -2.3321 0.6682  -0.884
35 C 3.0175 -4.7145 0.1603  -0.908
36 C -3.8003 -0.9746 1.3301  -0.020
37 C -3.0447 2.0804 1.3650  -0.401
38 C 4.0939 3.8524 -1.5198  -1.014
39 C 3.1769 -5.6642 -1.0232  -0.832
40 H 0.9750 -5.0009 -4.1539  0.423
41 H 4.1921 1.3313 -3.8150  0.423
42 H -5.5689 3.0488 1.7394  0.365
43 H -6.2938 -0.8175 0.8348  0.335
44 H 0.7181 0.0026 -1.0840  0.655
45 H -7.4412 1.7483 1.6123  0.291
46 H 4.6568 3.7618 -3.6008  0.396
47 H 3.3433 -6.6833 -0.6656  0.365
48 H -1.6342 4.6916 3.1823  0.378
49 H 2.0709 -6.2460 -2.8003  0.398
50 H -5.3866 2.8423 -0.0028  0.331
51 H -0.7098 -1.7868 -2.8119  0.309
52 H -0.9670 4.4635 0.7911  0.375
53 H -0.3399 -4.4624 -3.0803  0.280
54 H 4.3308 4.9056 -1.3798  0.288
55 H -1.3013 2.9730 3.4381  0.317
56 H 4.5645 4.6640 2.1521  0.345
57 H -3.2429 -3.8914 2.5563  0.253
58 H 3.9937 -4.5401 0.6292  0.428
59 H -3.4032 4.1992 1.5853  0.294
60 H 4.0539 -5.3704 -1.6112  0.310
61 H 0.1351 1.6973 1.3474  -0.368
62 H 1.0826 -6.0687 -1.3314  0.283
63 H -7.0509 1.1909 -0.0274  0.271
64 H 0.3590 4.0011 1.8630  0.019
65 H 2.3877 -5.1971 0.9245  0.321
66 H -4.4434 0.2800 2.8950  0.263
67 H -2.0211 -2.7998 1.8322  0.224
68 H 0.6071 -0.7895 -3.4319  0.353
69 H -6.5839 -0.2501 2.5013  0.323
70 H -3.7088 3.2665 3.0595  0.430
71 H 4.1690 5.4025 0.5746  0.277
72 H 2.9649 -2.4653 1.6347  0.518
73 H -0.1822 2.4616 -0.1819  0.480
74 H -0.0556 -2.8212 -4.8788  0.371
75 H 3.3815 -0.0012 -1.8570  0.543
76 H 1.6665 -2.6408 -4.5167  0.314
77 H 1.9766 0.0108 2.2440  0.514
78 H 2.9232 5.2870 1.8443  0.319
79 H 2.6684 2.5615 2.6411  0.434
80 H -1.9184 0.7155 0.1926  0.722
81 H -3.3160 -3.4994 0.8026  0.283

Its energy relative to the best compared isomer or geometry (same formula, charge and spin) is 0.000 eV. For the frontier orbital gap, the calculation gives 5.16 eV. The value obtained for the total energy is -44499.1476 eV. Its charge is +1. Its LUMO energy is -4.4 eV.

A molecular structure, C34H42N4O3S4TeV, computed with ωB97M-V/def2-TZVPD.

Each line ends with the Mulliken charge.
Cartesian coordinates (Å):
1 Te 0.9046 -1.0167 -2.7977  -0.041
2 V 0.8169 -0.8605 -0.0355  0.015
3 S 4.4851 -0.2549 -1.0134  0.322
4 S 3.2025 -2.1776 1.5876  -0.412
5 S 1.4701 2.2846 -0.8764  0.678
6 S -0.3431 0.5404 2.7403  0.452
7 O 0.6863 -0.2841 2.0339  0.006
8 O 0.5265 1.3330 -0.1795  -0.396
9 O 3.0808 0.0941 -0.5829  -0.790
10 N 1.4060 -3.9393 0.5724  -1.801
11 N -1.3096 -1.0369 0.0878  1.742
12 N 3.5436 -4.6526 0.6713  -0.402
13 N 0.5368 -2.9114 0.5324  1.806
14 C 2.2869 3.1668 0.5211  -0.832
15 C 4.4695 -1.8866 -1.7523  -0.428
16 C -3.9524 -1.9165 -3.1490  0.655
17 C 1.7470 2.4456 2.9276  -1.304
18 C -5.4376 -2.1706 -3.1919  -1.623
19 C -2.0796 -0.3742 -3.3153  0.928
20 C 1.0000 -0.7009 4.7581  -0.421
21 C -3.4449 -0.6404 -3.3594  -0.752
22 C -0.8832 3.7237 -0.9589  0.271
23 C -3.0423 -2.4197 0.9857  -1.131
24 C -0.0204 0.1897 4.4637  0.507
25 C -3.5691 -0.2725 0.0849  -0.863
26 C 4.6672 0.6319 -2.5653  -0.818
27 C -3.9785 -1.4462 0.7026  -0.808
28 C 0.4292 3.6469 -1.3896  0.812
29 C -3.0505 -2.9386 -2.9008  -0.924
30 C -1.6744 -2.7155 -2.8505  1.293
31 C 2.6184 2.2203 1.6843  -0.020
32 C -1.1753 -1.4214 -3.0577  -0.334
33 C -2.2283 -0.1141 -0.2030  -0.729
34 C -1.6254 1.0445 -3.5540  -1.501
35 C 0.9604 4.5988 -2.2477  -0.578
36 C -0.6804 -3.1943 0.8535  -1.285
37 C -0.7589 -3.8813 -2.5701  -1.985
38 C -0.8055 0.7580 5.4569  -0.431
39 C 2.6452 -3.6413 0.9002  0.203
40 C -1.1463 5.7566 -2.2176  -0.533
41 C 0.2446 2.2637 2.7376  -0.152
42 C 0.4958 -0.4237 7.0968  -0.451
43 C -1.6736 4.7855 -1.3760  -1.090
44 C 1.2575 -1.0018 6.0906  -0.856
45 C 0.1699 5.6634 -2.6536  -0.739
46 C -1.7081 -2.1960 0.6550  1.114
47 C -0.5367 0.4525 6.7814  -0.744
48 H -2.4615 1.7423 -3.4654  0.333
49 H 0.5753 6.4109 -3.3224  0.407
50 H 3.1852 3.6070 0.0844  0.605
51 H 2.5521 1.1820 1.3656  -0.181
52 H -0.9453 -4.1753 1.2353  0.367
53 H 2.0530 -1.6925 6.3368  0.452
54 H -5.0223 -1.6048 0.9420  0.481
55 H -1.3331 -4.7686 -2.2972  0.303
56 H 0.6989 -0.6635 8.1325  0.391
57 H -3.3244 -3.3588 1.4430  0.555
58 H -1.6208 1.4260 5.2020  0.458
59 H -0.0598 -3.6533 -1.7644  0.364
60 H -0.1612 -4.1144 -3.4537  0.346
61 H 1.5711 -1.1498 3.9515  0.427
62 H -1.7652 6.5811 -2.5458  0.399
63 H -0.8344 1.3317 -2.8599  -0.050
64 H 3.6343 -1.9575 -2.4522  0.027
65 H 1.6273 3.9792 0.8272  0.560
66 H -3.4235 -3.9446 -2.7322  0.238
67 H -0.1059 2.6727 1.7892  -0.308
68 H 1.9790 4.5001 -2.6061  0.452
69 H -5.8395 -1.9690 -4.1870  0.359
70 H -1.1367 0.8902 7.5684  0.394
71 H -2.7038 4.8512 -1.0512  0.426
72 H 5.6158 0.3548 -3.0247  0.463
73 H 4.6592 1.6967 -2.3395  0.258
74 H 2.0898 1.7729 3.7184  0.365
75 H 5.4269 -2.0268 -2.2550  0.520
76 H 3.1436 -5.5547 0.4659  0.246
77 H 3.6587 2.3790 1.9726  0.587
78 H -0.3214 2.7364 3.5432  0.865
79 H 3.8235 0.3764 -3.2074  0.168
80 H -5.6658 -3.2065 -2.9413  0.361
81 H 4.3657 -4.6382 1.2493  0.245
82 H 1.9085 3.4622 3.2970  0.450
83 H -5.9697 -1.5264 -2.4885  0.318
84 H -4.2766 0.4980 -0.1874  0.539
85 H 4.3552 -2.6019 -0.9425  0.023
86 H -4.1334 0.1779 -3.5539  0.330
87 H -1.8653 0.7741 -0.7022  0.292
88 H -1.2033 1.1463 -4.5570  0.417
89 H -1.2763 2.9472 -0.3150  0.123

Its energy relative to the best compared isomer or geometry (same formula, charge and spin) is 0.000 eV. For the frontier orbital gap (alpha / beta), the calculation gives 6.02 / 6.30 eV. The value obtained for the total energy is -124364.7962 eV. Its LUMO energy (alpha / beta) is 0.2 / 0.1 eV. Its multiplicity is 4.

- Which formula does entry 1 have?
  C34H42GeIrN6O